67
Properties=species:S:1:pos:R:3:lowdin_spin:R:1 method="wB97M-V/def2-TZVPD" e_lumo_ha="-0.2448 / -0.2638" charge=+2 total_energy_ev=-113981.319 gap_ev="7.38 / 6.65" multiplicity=4
Re -0.455 -0.510 0.809 1.71
C -0.170 0.682 2.908 0.00
C 0.714 -0.410 2.894 0.00
C -0.073 -1.608 2.727 0.02
C -1.457 -1.231 2.680 0.00
C -1.509 0.182 2.737 0.03
C -2.749 1.022 2.836 0.01
C -2.630 -2.158 2.803 0.00
C 0.434 -3.010 2.933 0.02
C 2.183 -0.387 3.200 0.00
C 0.142 2.117 3.197 0.00
H -2.603 2.008 2.392 0.00
H -2.999 1.174 3.890 0.00
H -3.609 0.551 2.358 0.00
H -2.436 -3.133 2.351 0.00
H -3.535 -1.738 2.361 0.00
H -2.841 -2.333 3.862 0.00
H -0.170 -3.753 2.408 0.00
H 0.392 -3.253 3.999 0.00
H 1.474 -3.124 2.618 0.00
H 2.756 -1.067 2.563 0.00
H 2.344 -0.713 4.232 0.00
H 2.604 0.610 3.096 0.00
H -0.193 2.776 2.393 0.00
H 1.201 2.288 3.350 0.00
H -0.390 2.412 4.106 0.00
N -0.398 0.333 -2.970 0.00
C -0.235 -1.104 -3.446 0.00
C 1.099 -1.685 -2.984 0.00
C 1.133 -2.251 -1.558 0.00
N 1.250 -1.187 -0.499 0.03
C -0.055 -3.168 -1.291 0.01
C -1.407 -2.545 -1.618 0.00
N -1.820 -1.543 -0.576 0.03
C -1.431 -1.976 -3.045 0.00
H 0.256 0.957 -3.436 0.00
H -0.260 0.460 -1.971 0.00
H -1.344 0.674 -3.111 0.00
H -0.216 -1.022 -4.529 0.00
H 1.905 -0.953 -3.138 0.00
H 1.324 -2.521 -3.649 0.00
H 2.030 -2.861 -1.496 0.00
H 1.738 -0.378 -0.878 0.01
H 1.881 -1.536 0.212 0.00
H -0.045 -3.512 -0.248 0.00
H 0.071 -4.058 -1.914 0.00
H -2.142 -3.343 -1.596 0.00
H -2.484 -1.993 0.041 0.00
H -2.335 -0.767 -0.995 0.01
H -2.368 -1.434 -3.222 0.00
H -1.442 -2.830 -3.725 0.00
O -2.640 1.056 -1.506 0.01
C -1.932 1.740 -0.759 0.02
O -0.818 1.367 -0.173 0.08
H -2.177 2.801 -0.619 0.00
F 2.898 5.060 -3.792 0.02
C 2.424 4.236 -2.865 0.08
C 2.688 2.768 -2.961 0.59
F 1.750 1.830 -2.761 0.13
C 3.316 3.497 -1.831 0.08
F 4.625 3.669 -1.768 0.02
C 2.535 3.503 -0.537 0.02
Se 2.999 2.680 0.934 -0.01
C 1.317 4.254 -0.805 0.05
F 0.391 4.445 0.087 0.02
C 1.245 4.665 -2.074 0.01
F 0.247 5.282 -2.629 0.00

=====

80
Properties=species:S:1:pos:R:3:lowdin_charge:R:1 method="wB97M-V/def2-TZVPD" e_lumo_ha=-0.0995 charge=+1 relative_energy_ev=0.000 total_energy_ev=-102353.145 gap_ev=8.83 multiplicity=1
Pd 1.245 1.388 -0.402 0.80
F 1.980 2.566 -4.979 0.17
C 1.138 1.584 -4.697 -0.68
F 0.423 1.283 -5.771 0.16
F 1.828 0.511 -4.314 0.14
S 0.030 2.141 -3.334 0.64
O 0.966 2.357 -2.222 -0.43
O -0.653 3.308 -3.779 -0.22
N -0.816 0.827 -3.187 -0.29
S -1.966 0.655 -2.132 0.61
O -1.983 1.681 -1.116 -0.31
O -2.054 -0.717 -1.717 -0.28
C -3.501 0.937 -3.105 -0.68
F -4.552 0.775 -2.307 0.15
F -3.568 0.063 -4.104 0.15
F -3.507 2.169 -3.596 0.16
C -3.143 4.749 0.013 -0.06
C -2.305 3.969 1.013 -0.21
N -0.941 3.738 0.531 0.03
C 0.208 4.126 1.050 -0.73
S 1.707 3.415 0.564 0.73
N 0.308 5.100 1.966 0.01
C -0.530 6.299 2.094 -0.22
C -1.112 6.455 3.487 -0.07
H -4.161 4.858 0.386 0.09
H -3.181 4.217 -0.938 0.07
H -2.736 5.743 -0.174 0.07
H -2.748 2.983 1.161 0.12
H -2.261 4.452 1.985 0.10
H -0.885 3.073 -0.232 0.07
H 1.236 5.183 2.353 0.12
H -1.305 6.263 1.335 0.09
H 0.098 7.159 1.852 0.13
H -1.767 5.623 3.746 0.07
H -1.688 7.378 3.549 0.08
H -0.320 6.504 4.235 0.08
O 3.111 -1.023 -1.292 0.07
C 1.930 -1.241 -1.455 -0.61
O 0.939 -0.458 -1.231 -0.17
C 1.490 -2.601 -1.993 -0.16
N -0.018 -2.654 -2.048 0.10
C -0.417 -2.789 -3.490 -0.10
C 0.750 -3.542 -4.100 -0.14
C 1.958 -2.886 -3.430 -0.10
H 1.825 -3.360 -1.293 0.12
H -0.400 -1.777 -1.661 0.10
H -0.346 -3.434 -1.476 0.16
H -0.489 -1.776 -3.884 0.12
H -1.389 -3.270 -3.556 0.14
H 0.767 -3.450 -5.184 0.12
H 0.693 -4.605 -3.853 0.12
H 2.216 -1.954 -3.930 0.11
H 2.842 -3.518 -3.430 0.13
C 3.642 -0.350 1.513 0.00
C 2.197 -0.337 1.854 -0.32
N 1.277 0.464 1.360 -0.06
C 0.071 0.169 1.975 -0.08
C 0.275 -0.825 2.862 -0.03
N 1.626 -1.128 2.800 0.00
C 2.166 -2.403 3.226 -0.04
N 1.541 -3.477 2.483 -0.04
N 1.618 -3.468 1.139 0.09
N 0.820 -4.345 0.658 0.08
C 0.151 -4.952 1.703 -0.22
C -0.820 -5.959 1.706 0.00
C -1.313 -6.342 2.928 -0.07
C -0.855 -5.753 4.128 -0.06
C 0.106 -4.770 4.140 -0.01
C 0.597 -4.379 2.891 -0.17
H 3.849 0.450 0.807 0.08
H 3.930 -1.281 1.026 0.08
H 4.237 -0.200 2.414 0.10
H -0.835 0.691 1.718 0.11
H -0.398 -1.342 3.522 0.13
H 1.973 -2.570 4.284 0.14
H 3.239 -2.406 3.054 0.14
H -1.160 -6.411 0.784 0.12
H -2.066 -7.117 2.984 0.11
H -1.271 -6.094 5.066 0.11
H 0.459 -4.340 5.068 0.11

=====

60
Properties=species:S:1:pos:R:3:lowdin_charge:R:1 method="wB97M-V/def2-TZVPD" e_lumo_ha=-0.0016 charge=0 relative_energy_ev=2.708 total_energy_ev=-42280.969 smiles="O=S(=O)(C[C@@H](CN1CCCCC1)N1CCCCC1)c1ccc2ccccc2c1" gap_ev=8.11 multiplicity=1
O -1.437 -4.432 -0.193 -0.31
S -0.927 -3.190 -0.712 0.70
O -0.376 -3.188 -2.042 -0.31
C 0.344 -2.588 0.452 -0.16
C 0.958 -1.283 -0.049 -0.33
C 0.247 -0.074 0.600 -0.14
N 0.692 1.189 0.043 -0.16
C 0.519 2.301 0.961 -0.20
C 1.196 3.549 0.403 -0.18
C 0.595 3.910 -0.950 -0.21
C 0.705 2.703 -1.874 -0.18
C 0.051 1.488 -1.225 -0.19
N 2.397 -1.322 0.129 -0.13
C 2.870 -1.171 1.491 -0.19
C 4.314 -1.661 1.579 -0.18
C 5.191 -0.845 0.635 -0.21
C 4.616 -0.929 -0.774 -0.18
C 3.157 -0.479 -0.774 -0.19
C -2.247 -1.972 -0.655 -0.28
C -2.407 -1.093 -1.733 -0.06
C -3.381 -0.136 -1.683 -0.02
C -4.227 -0.027 -0.558 -0.16
C -5.235 0.956 -0.473 -0.03
C -6.049 1.032 0.622 -0.07
C -5.895 0.128 1.686 -0.08
C -4.927 -0.836 1.638 -0.03
C -4.070 -0.940 0.522 -0.15
C -3.056 -1.917 0.442 -0.01
H -0.141 -2.509 1.421 0.10
H 1.091 -3.377 0.473 0.12
H 0.791 -1.263 -1.132 0.12
H 0.476 -0.077 1.668 0.12
H -0.846 -0.198 0.498 0.12
H 0.977 2.034 1.918 0.12
H -0.552 2.511 1.143 0.13
H 2.262 3.346 0.284 0.11
H 1.079 4.373 1.110 0.11
H 1.114 4.768 -1.380 0.11
H -0.456 4.179 -0.822 0.11
H 0.224 2.907 -2.832 0.11
H 1.757 2.479 -2.058 0.11
H 0.154 0.622 -1.882 0.11
H -1.031 1.678 -1.083 0.12
H 2.238 -1.766 2.153 0.12
H 2.833 -0.118 1.821 0.12
H 4.348 -2.712 1.289 0.11
H 4.670 -1.573 2.607 0.11
H 6.217 -1.218 0.651 0.11
H 5.205 0.197 0.962 0.11
H 4.664 -1.962 -1.123 0.11
H 5.191 -0.305 -1.460 0.11
H 2.741 -0.585 -1.777 0.13
H 3.094 0.582 -0.483 0.11
H -1.753 -1.209 -2.583 0.11
H -3.518 0.552 -2.505 0.12
H -5.353 1.649 -1.295 0.11
H -6.819 1.787 0.677 0.10
H -6.550 0.201 2.541 0.10
H -4.804 -1.536 2.451 0.11
H -2.922 -2.630 1.242 0.13